#A
The following is a DFT calculation (ωB97M-V with the def2-TZVPD basis set) of a cluster of 3 separate species, C4H12N2O in total.

XYZ file:
```
19
Properties=species:S:1:pos:R:3:nbo_charge:R:1
O -2.7973 -0.6848 -0.7443 -1.00
N -0.1220 -1.7461 -0.0559 -0.60
N 2.2275 -0.3947 -0.5268 -0.26
C 2.9909 0.5860 -0.0799 -0.14
C -0.5725 -0.8915 0.9957 -0.27
C -0.7134 1.1055 -0.6286 -0.63
C -0.2526 0.6842 0.8038 -0.36
H -0.1783 -1.1569 1.9450 0.19
H -3.4817 -1.0489 -1.2964 0.44
H -0.6551 -1.4854 -0.8373 0.39
H -1.7661 0.7318 -0.8891 0.32
H -0.0517 0.5847 -1.2754 0.19
H -0.5891 2.2312 -0.6638 0.21
H 3.9315 0.7365 -0.5605 0.21
H -0.8991 1.2542 1.5146 0.23
H 2.9245 1.1070 0.8361 0.20
H -1.7003 -0.9893 0.9619 0.29
H 0.8550 -1.3598 -0.3492 0.38
H 0.8499 0.7365 0.8502 0.20
```

Values from the calculation:
HOMO ... -7.97 eV
Orbital gap ... 3.6 eV

#B
The following is a DFT calculation (ωB97M-V with the def2-TZVPD basis set) of the molecule C4H12N2O.

XYZ file:
```
19
Properties=species:S:1:pos:R:3:nbo_charge:R:1
O 1.4790 -0.1590 1.4058 -0.45
N 2.4440 -1.0275 0.7614 -0.54
N -2.4615 0.9697 -0.3082 -0.83
C -0.5687 -0.7503 0.3817 -0.44
C -1.8970 -0.3439 -0.4969 -0.22
C 0.4040 0.3802 0.3797 0.10
C 1.0398 0.7899 -0.9343 -0.65
H 2.3855 -1.8843 1.3137 0.34
H 0.0005 1.2530 0.8987 0.19
H 1.1757 -0.0593 -1.6110 0.22
H 3.3296 -0.5908 1.0247 0.34
H -1.9674 1.6656 -0.8597 0.35
H -0.1491 -1.6564 -0.0666 0.21
H 2.0480 1.1757 -0.7380 0.23
H -1.7164 -0.5140 -1.5617 0.19
H -2.4303 1.2589 0.6666 0.35
H 0.4475 1.5488 -1.4493 0.21
H -0.9167 -0.9709 1.3952 0.21
H -2.6463 -1.0854 -0.2017 0.18
```

Values from the calculation:
HOMO ... -8.96 eV
SMILES ... C[C@@H](CCN)ON
Orbital gap ... 10.0 eV

Most stable pick: #B. Distance to second place: 160.5 kcal/mol.